(1)
Formula: C38H33LuN4O2P2S
Source: the Open Molecules 2025 dataset
Level of theory: ωB97M-V/def2-TZVPD

CARTESIAN COORDINATES (ANGSTROEM)
Lu (-1.15636, -0.29381, 0.03724)
O (-0.45627, 0.97915, 1.45175)
P (0.46255, 2.09024, 0.94290)
C (1.65849, 1.34488, -0.25155)
P (1.02008, 0.89408, -1.93890)
O (-0.31611, 0.17474, -1.75516)
C (2.29704, -0.19571, -2.55732)
C (1.92310, -1.40607, -3.13613)
C (2.90284, -2.27063, -3.59688)
C (4.24258, -1.92911, -3.48152)
C (4.61405, -0.71819, -2.90982)
C (3.64458, 0.15221, -2.44513)
C (0.74173, 2.27423, -3.04754)
C (-0.56622, 2.52571, -3.45880)
C (-0.80707, 3.48926, -4.42227)
C (0.25073, 4.19955, -4.97379)
C (1.55418, 3.94427, -4.56862)
C (1.80627, 2.97285, -3.61507)
C (1.42751, 2.77263, 2.27693)
C (2.23705, 1.87738, 2.98165)
C (2.98412, 2.33741, 4.05018)
C (2.92098, 3.67908, 4.41011)
C (2.11562, 4.56455, 3.70836)
C (1.36253, 4.11583, 2.63480)
C (-0.50233, 3.34603, 0.10721)
C (0.12702, 4.44717, -0.47497)
C (-0.63893, 5.46264, -1.01810)
C (-2.02602, 5.37863, -0.98724)
C (-2.65441, 4.28452, -0.40966)
C (-1.89482, 3.26859, 0.15092)
H (1.97953, 0.39283, 0.18751)
H (2.53660, 1.98746, -0.33266)
H (0.87411, -1.66096, -3.21973)
H (2.62014, -3.21089, -4.05030)
H (5.00426, -2.60828, -3.84004)
H (5.65933, -0.45423, -2.82394)
H (3.94156, 1.09568, -2.00155)
H (-1.38483, 1.95397, -3.04454)
H (-1.81984, 3.68094, -4.75118)
H (0.06028, 4.94354, -5.73599)
H (2.37619, 4.48540, -5.01747)
H (2.82648, 2.75079, -3.32564)
H (2.26377, 0.82976, 2.70219)
H (3.61127, 1.65317, 4.60486)
H (3.50430, 4.03358, 5.24931)
H (2.07013, 5.60441, 4.00126)
H (0.72771, 4.79932, 2.08476)
H (1.20881, 4.52052, -0.48055)
H (-0.15762, 6.32211, -1.46491)
H (-2.62176, 6.17929, -1.40534)
H (-3.73453, 4.24485, -0.36171)
H (-2.37918, 2.45608, 0.68448)
S (0.27343, -2.29811, 0.53136)
C (-1.13925, -3.26333, 1.13639)
N (-0.96047, -4.45231, 1.69299)
N (0.20493, -4.92661, 1.81010)
C (0.48204, -6.17462, 2.38478)
C (-0.53558, -6.97924, 2.89608)
C (-0.21231, -8.20594, 3.44163)
C (1.11136, -8.62852, 3.48423)
C (2.12083, -7.81594, 2.98603)
C (1.81153, -6.58793, 2.43297)
N (-2.40238, -2.88344, 1.07332)
N (-2.73079, -1.75527, 0.54812)
C (-4.10321, -1.42733, 0.59386)
C (-5.06620, -2.22676, 1.20489)
C (-6.37761, -1.78760, 1.25936)
C (-6.73744, -0.56119, 0.71387)
C (-5.78587, 0.22170, 0.07672)
C (-4.47588, -0.21515, 0.00786)
H (0.99296, -4.37279, 1.46589)
H (-1.55568, -6.62422, 2.85580)
H (-0.98856, -8.84317, 3.84200)
H (1.36149, -9.59111, 3.90871)
H (3.15093, -8.14063, 3.03314)
H (2.59188, -5.94663, 2.03780)
H (-4.76890, -3.17290, 1.63213)
H (-7.12507, -2.40986, 1.73221)
H (-7.76213, -0.22244, 0.77887)
H (-6.07967, 1.16016, -0.37423)
H (-3.73563, 0.36971, -0.54930)

Results
Maximum force = 0.0393 hartree/bohr
E = -113021.63107 eV
Charge = +2
Kohn-Sham gap (spin up / spin down) = 0.2299 / 0.2299 hartree

(2)
Formula: C9H14
Source: the Open Molecules 2025 dataset
Level of theory: ωB97M-V/def2-TZVPD

CARTESIAN COORDINATES (ANGSTROEM)
C (-0.38206, -1.94648, 2.34084)
C (-0.46399, -0.59744, 1.68859)
C (0.50680, -0.15971, 0.80648)
C (0.30138, 1.00063, 0.05610)
C (-0.79166, 1.80768, 0.32288)
C (-1.64490, 1.47981, 1.38583)
C (-1.45662, 0.31798, 2.09409)
H (-1.45436, -2.07890, 2.66111)
H (0.19410, -2.13205, 3.23549)
H (-0.22310, -2.73368, 1.56897)
H (1.29665, -0.86044, 0.57862)
H (1.06406, 1.28418, -0.67049)
H (-0.98417, 2.65846, -0.31919)
H (-2.41422, 2.17945, 1.69632)
H (-2.20378, 0.02726, 2.82468)
C (1.99188, 0.04363, -3.31138)
C (1.14222, -1.14539, -3.81034)
H (2.33398, 0.61874, -4.18341)
H (1.47367, 0.81318, -2.74940)
H (2.83360, -0.26158, -2.68351)
H (0.17802, -1.33594, -3.34607)
H (1.70510, -2.07883, -3.80270)
H (0.75077, -1.04708, -4.86579)

Results
Energy above the lowest of the compared OMol25 structures with the same formula, charge and spin = 0.7469 eV
Maximum force = 0.0557 hartree/bohr
E = -9559.43454 eV
Charge = 0
Kohn-Sham gap = 0.3692 hartree
SMILES = Cc1ccccc1.CC

(3)
Formula: C36H32BrCl2MoN5O10S2
Source: the Open Molecules 2025 dataset
Level of theory: ωB97M-V/def2-TZVPD

CARTESIAN COORDINATES (ANGSTROEM)
Mo (-0.68434, 1.01350, 0.78647)
N (-1.50489, 0.53275, 2.74741)
C (-0.69808, -0.39631, 3.65939)
C (0.79686, -0.15854, 3.77536)
C (1.57945, -0.43350, 2.45903)
N (1.27669, 0.43145, 1.35332)
H (-1.79432, 1.39414, 3.26065)
H (-2.37950, 0.00449, 2.51176)
H (-0.87670, -1.36580, 3.23933)
H (-1.13944, -0.22558, 4.67109)
H (1.20134, -0.95280, 4.38378)
H (1.02696, 0.80022, 4.17520)
H (1.40258, -1.49508, 2.19567)
H (2.61229, -0.22240, 2.78157)
H (1.57793, -0.10294, 0.52418)
H (1.86607, 1.26953, 1.36225)
O (2.45815, 2.47129, -0.13490)
S (1.35372, 3.17788, -0.71642)
O (1.47764, 3.46592, -2.10238)
O (0.01677, 2.46174, -0.44803)
C (1.07780, 4.75711, 0.14439)
C (1.07829, 5.75493, -0.77852)
C (0.92671, 7.05589, -0.22801)
C (0.68793, 7.23032, 1.10555)
C (0.56053, 6.15874, 2.03929)
C (0.86433, 4.89472, 1.55367)
S (0.72447, 3.50663, 2.66773)
O (0.14549, 4.02062, 3.91701)
O (2.10122, 2.99031, 2.76924)
O (-0.31747, 2.54654, 2.11013)
H (1.34244, 5.49331, -1.77809)
H (0.86497, 7.87624, -0.90558)
H (0.55527, 8.23396, 1.36614)
H (0.30026, 6.22335, 3.08113)
Br (-6.69030, 4.38534, -0.42549)
C (-5.06032, 3.52705, 0.00701)
C (-3.75781, 4.12610, 0.07933)
C (-2.65902, 3.34779, 0.30714)
N (-2.74817, 2.06213, 0.52309)
C (-3.93729, 1.47235, 0.44728)
C (-5.10701, 2.18723, 0.15234)
H (-3.74834, 5.16903, -0.01510)
H (-1.66788, 3.81925, 0.41737)
H (-4.01306, 0.37874, 0.63766)
H (-6.01091, 1.62574, 0.10873)
Cl (0.96600, -6.58729, 0.69626)
C (2.41875, -5.71105, 1.09496)
C (3.49168, -6.55449, 1.49842)
C (4.74070, -5.92598, 1.63260)
C (4.87248, -4.56040, 1.39228)
C (3.73452, -3.76376, 1.13418)
Cl (4.06574, -2.09983, 0.79331)
C (2.47758, -4.31115, 0.98825)
N (1.30969, -3.62787, 0.64359)
C (0.71136, -3.84002, -0.59722)
C (1.39027, -4.36155, -1.74865)
C (0.69094, -4.55610, -2.95284)
C (-0.62757, -4.05616, -3.14583)
C (-1.32732, -3.60344, -2.00795)
C (-0.68166, -3.54496, -0.74110)
C (-1.43056, -3.28980, 0.49372)
C (-1.65393, -1.83202, 0.76400)
O (-2.73318, -1.41662, 1.04163)
O (-0.58016, -1.10140, 0.82368)
H (3.33729, -7.60150, 1.59491)
H (5.62820, -6.55445, 1.82856)
H (5.77793, -4.01949, 1.47307)
H (1.35424, -2.60977, 0.81350)
H (2.30051, -4.89369, -1.64785)
H (1.24368, -5.03862, -3.71239)
H (-1.07681, -4.12181, -4.14897)
H (-2.36100, -3.40996, -2.02299)
H (-0.84150, -3.64310, 1.31097)
H (-2.45712, -3.60870, 0.44024)
O (-3.10643, 0.62740, -1.72376)
C (-1.95530, 0.42728, -2.01904)
N (-0.91375, 0.28058, -1.18073)
C (0.29258, 0.17802, -1.88382)
O (1.37618, 0.10907, -1.38395)
C (-0.01736, 0.02856, -3.30153)
C (0.84108, -0.23336, -4.37792)
C (0.17918, -0.46114, -5.60581)
C (-1.20227, -0.33051, -5.70628)
C (-1.95454, 0.08009, -4.67519)
C (-1.35992, 0.19056, -3.42524)
H (1.89202, -0.18417, -4.29413)
H (0.79996, -0.75082, -6.47734)
H (-1.68309, -0.49267, -6.67274)
H (-3.01043, 0.26264, -4.79297)

Results
Energy above the lowest of the compared OMol25 structures with the same formula, charge and spin = 1.4521 eV
Maximum force = 0.0654 hartree/bohr
E = -184393.29387 eV
2S+1 = 3
Charge = 0
Kohn-Sham gap (spin up / spin down) = 0.3078 / 0.2808 hartree

| no. | molecular weight (g mol⁻¹) |
| --- | --- |
| 1 | 846.7 |
| 2 | 122.2 |
| 3 | 1005.6 |